{
  "formula": "C48H144O24",
  "method": "ωB97M-V/def2-TZVPD",
  "homo_lumo_gap_ev": 10.160,
  "e_homo_ev": -9.7,
  "de_lowest_kcal_mol": 108.6,
  "fmax_ev_per_a": 3.03,
  "symbols": ["O", "O", "O", "O", "O", "O", "O", "O", "O", "O", "O", "O", "O", "O", "O", "O", "O", "O", "O", "O", "O", "O", "O", "O", "C", "C", "C", "C", "C", "C", "C", "C", "C", "C", "C", "C", "C", "C", "C", "C", "C", "C", "C", "C", "C", "C", "C", "C", "C", "C", "C", "C", "C", "C", "C", "C", "C", "C", "C", "C", "C", "C", "C", "C", "C", "C", "C", "C", "C", "C", "C", "C", "H", "H", "H", "H", "H", "H", "H", "H", "H", "H", "H", "H", "H", "H", "H", "H", "H", "H", "H", "H", "H", "H", "H", "H", "H", "H", "H", "H", "H", "H", "H", "H", "H", "H", "H", "H", "H", "H", "H", "H", "H", "H", "H", "H", "H", "H", "H", "H", "H", "H", "H", "H", "H", "H", "H", "H", "H", "H", "H", "H", "H", "H", "H", "H", "H", "H", "H", "H", "H", "H", "H", "H", "H", "H", "H", "H", "H", "H", "H", "H", "H", "H", "H", "H", "H", "H", "H", "H", "H", "H", "H", "H", "H", "H", "H", "H", "H", "H", "H", "H", "H", "H", "H", "H", "H", "H", "H", "H", "H", "H", "H", "H", "H", "H", "H", "H", "H", "H", "H", "H", "H", "H", "H", "H", "H", "H", "H", "H", "H", "H", "H", "H", "H", "H", "H", "H", "H", "H", "H", "H", "H", "H", "H", "H"],
  "xyz": [[12.463, -1.472, -21.847], [9.790, -7.361, -27.062], [14.815, -0.493, -23.370], [10.840, -7.665, -23.029], [19.283, -1.720, -22.139], [17.434, -6.537, -19.014], [12.796, -0.806, -14.083], [17.847, -2.130, -18.613], [6.819, -5.688, -20.130], [22.201, -4.428, -20.327], [13.525, -3.043, -18.747], [19.610, -9.303, -23.079], [17.764, -4.449, -17.139], [11.339, -7.491, -19.874], [20.013, -4.361, -22.156], [17.016, -10.393, -23.096], [20.763, -8.938, -25.556], [12.214, -5.513, -24.354], [16.933, 0.758, -21.735], [16.802, -5.773, -25.927], [20.982, -5.231, -29.012], [17.150, -8.042, -16.669], [15.771, -0.563, -19.241], [16.472, -5.167, -23.372], [14.776, -7.811, -16.667], [8.128, -5.663, -19.559], [19.572, -1.083, -24.487], [20.001, -0.897, -23.008], [15.586, -10.266, -21.114], [18.477, -6.845, -19.964], [12.845, -1.797, -15.266], [15.954, -8.792, -16.623], [10.948, -8.640, -17.781], [15.235, 0.218, -18.104], [16.117, -2.015, -24.853], [23.312, -2.564, -19.045], [9.137, -5.008, -20.476], [17.858, -3.569, -14.886], [10.040, -1.814, -21.998], [11.945, -6.826, -27.797], [19.891, -1.216, -17.794], [16.423, 0.665, -17.177], [19.553, -4.135, -27.314], [20.217, -5.905, -23.756], [11.322, -1.328, -22.606], [19.823, -6.458, -19.408], [18.937, -8.431, -27.074], [12.183, -3.357, -18.842], [14.771, -1.746, -24.065], [11.988, -4.727, -18.112], [17.857, 1.785, -21.737], [15.587, -4.398, -21.234], [15.746, -5.313, -28.010], [19.158, -1.692, -18.969], [16.088, -9.549, -22.412], [21.694, -9.546, -21.897], [10.632, -3.979, -25.245], [17.379, 2.646, -20.545], [20.486, -10.270, -22.564], [11.618, -8.685, -19.204], [20.041, -4.418, -23.585], [22.699, -3.098, -20.359], [19.966, -9.520, -26.614], [8.789, -8.625, -22.164], [15.588, -5.909, -26.605], [10.700, -7.741, -28.016], [14.317, -2.288, -15.386], [9.424, -7.718, -23.324], [17.638, -4.821, -15.760], [15.597, -5.511, -22.315], [11.627, -4.240, -24.095], [19.672, -4.696, -28.704], [14.767, -7.157, -15.796], [14.434, -2.988, -16.213], [16.539, -8.575, -22.224], [20.937, -3.930, -23.970], [20.647, -9.844, -27.402], [16.385, -1.226, -18.918], [11.354, -7.873, -17.122], [19.526, -4.946, -26.586], [8.477, -6.675, -19.351], [19.976, -10.934, -21.867], [24.226, -2.996, -18.637], [20.079, -2.032, -17.096], [17.068, -5.701, -19.311], [9.328, -5.715, -21.283], [14.721, -4.433, -20.573], [16.991, -2.909, -14.885], [17.839, -2.878, -18.010], [12.529, -6.883, -28.716], [15.612, -0.545, -22.838], [10.039, -2.904, -21.988], [17.282, -5.533, -23.010], [9.909, -1.433, -20.985], [15.252, -9.288, -23.059], [12.538, -1.391, -16.230], [20.962, -10.867, -23.342], [10.881, -8.803, -27.855], [14.687, -2.564, -23.350], [17.473, 2.331, -19.506], [21.333, -8.686, -21.334], [8.958, -6.745, -23.479], [12.430, -7.081, -26.854], [14.698, -7.266, -17.608], [19.605, -10.453, -26.183], [13.754, -2.532, -19.527], [18.018, 2.264, -22.703], [13.187, -0.979, -22.240], [21.266, -8.159, -25.806], [16.889, -2.595, -24.347], [10.097, -3.051, -25.046], [12.693, -8.860, -19.202], [22.216, -9.059, -22.721], [11.525, -5.822, -27.749], [11.186, -3.706, -26.143], [18.792, 1.314, -21.436], [17.837, -9.896, -23.130], [17.950, -3.876, -13.844], [18.185, -6.245, -20.826], [18.701, -2.950, -15.193], [13.104, -5.482, -24.711], [14.879, -5.516, -28.639], [15.976, -4.247, -28.022], [16.610, -5.815, -28.444], [15.004, -1.463, -15.576], [9.324, -8.219, -24.287], [22.641, -2.587, -18.187], [19.438, -7.598, -27.569], [11.222, -0.288, -22.914], [10.925, -4.967, -18.088], [11.538, -2.580, -18.431], [12.497, -4.772, -17.149], [21.502, -4.548, -20.975], [9.879, -8.429, -17.808], [15.891, -2.500, -25.802], [14.830, -5.432, -25.984], [18.394, -5.564, -15.506], [13.984, -1.593, -24.804], [19.919, 0.162, -22.764], [9.110, -1.418, -22.406], [9.270, -9.602, -22.108], [18.205, -8.806, -27.790], [11.256, -4.367, -23.079], [21.114, -6.259, -23.247], [18.591, -0.653, -24.684], [17.322, 1.063, -17.649], [23.599, -1.514, -19.109], [20.892, -0.958, -18.141], [18.474, -7.894, -20.259], [20.361, -3.446, -27.069], [17.811, -5.287, -17.604], [18.540, -1.209, -21.812], [20.177, -0.597, -25.252], [20.197, -7.075, -18.590], [19.798, -5.491, -18.906], [12.207, -2.663, -15.090], [16.052, 1.345, -16.411], [15.630, -3.423, -21.720], [14.636, -2.662, -14.413], [14.692, 1.091, -18.468], [16.600, 0.704, -20.836], [19.423, -0.304, -17.425], [9.912, -4.781, -25.407], [19.557, -2.108, -24.857], [11.550, -7.542, -20.809], [19.013, -0.733, -19.466], [15.850, -9.493, -15.795], [16.388, -10.343, -20.380], [12.178, -1.144, -13.431], [19.487, -3.843, -29.357], [13.819, -8.333, -16.645], [19.133, -3.938, -23.949], [21.042, -1.198, -22.887], [22.311, -10.230, -21.314], [21.958, -2.315, -20.518], [15.560, -6.999, -26.591], [20.502, -6.427, -20.260], [9.002, -8.174, -21.195], [16.760, -5.751, -24.968], [8.025, -5.122, -18.619], [16.814, -0.236, -16.703], [19.721, -2.457, -19.503], [7.724, -8.770, -22.341], [19.921, -9.043, -23.949], [11.299, -7.037, -23.592], [10.471, -7.603, -29.073], [17.242, -7.635, -17.533], [11.075, -9.572, -17.232], [15.250, -11.298, -21.221], [18.497, -8.131, -26.123], [14.629, -5.744, -22.760], [16.354, 2.969, -20.727], [10.227, -7.291, -26.210], [16.447, -4.465, -20.567], [12.431, -5.573, -18.638], [15.936, -6.478, -21.943], [11.865, -3.266, -19.880], [16.646, -5.227, -15.563], [10.121, -4.763, -20.076], [14.443, -0.270, -17.537], [16.411, -1.016, -25.175], [11.431, -1.766, -23.598], [15.819, -9.520, -17.423], [20.969, -5.580, -29.907], [12.482, -3.567, -24.169], [18.607, -3.603, -27.418], [14.783, -9.710, -20.629], [19.859, -3.499, -21.761], [20.375, -6.166, -24.803], [19.357, -6.471, -23.397], [18.920, -5.462, -28.893], [6.828, -6.040, -21.024], [8.798, -4.135, -21.035], [11.205, -9.474, -19.831], [17.986, 3.551, -20.508], [23.401, -3.101, -21.192]],
  "forces_ev_per_angstrom": [[0.3, -1.0, 1.5], [-2.6, 0.6, 0.4], [-0.2, -0.7, 0.0], [-0.8, 0.0, 0.5], [-0.7, 0.0, 0.5], [-0.1, -0.5, 0.1], [0.0, -1.4, -2.4], [-0.2, 0.4, -0.9], [-0.1, 0.2, 0.3], [0.3, 0.3, 1.3], [1.3, 0.5, 0.0], [-1.0, -0.1, 0.4], [0.0, -0.1, 0.5], [-0.3, 1.4, 0.2], [0.3, -0.3, 1.0], [-0.8, 0.4, 0.2], [-0.1, -0.6, 0.5], [0.2, -1.8, 0.0], [-1.1, -1.8, -1.5], [2.3, 1.0, -0.5], [-0.4, 0.2, 0.7], [0.4, -1.0, 0.9], [-1.8, 1.7, 0.6], [0.6, -0.1, 0.3], [-0.7, -0.8, 0.2], [0.0, 0.4, -0.2], [-0.2, 0.2, -0.4], [0.8, -0.1, -1.9], [0.5, 0.7, -0.1], [-0.1, 0.5, 0.3], [1.5, 0.3, 1.5], [-1.3, 0.6, -0.7], [0.6, -0.1, -0.6], [1.8, 0.3, -0.5], [-1.5, 0.8, -0.4], [0.6, -0.3, 0.7], [0.3, -0.2, -1.2], [-0.7, -0.3, -0.1], [0.0, -0.1, 1.1], [-1.1, -0.8, -0.9], [1.6, -0.1, 0.8], [-1.0, -1.0, -0.1], [0.1, -0.6, -0.3], [-0.2, -0.4, -1.4], [-0.8, 1.6, -2.2], [0.1, 0.4, 0.0], [0.7, -1.5, 0.6], [-1.0, -1.1, 0.5], [1.9, 0.1, -0.7], [-0.2, 0.4, -1.2], [0.6, -0.1, 3.0], [-0.3, -0.7, -0.4], [0.0, -0.7, 0.4], [-1.2, 0.3, 0.3], [-0.4, -1.1, 0.5], [-1.2, 0.2, -0.6], [0.2, 1.2, 1.0], [1.0, 2.4, -1.0], [1.9, 0.3, 0.8], [-0.8, -0.4, 0.5], [0.5, -0.4, 1.5], [0.5, 0.3, 0.3], [0.6, 1.3, -0.5], [0.7, 1.2, -1.3], [0.9, -0.3, 0.4], [2.8, 0.2, 0.3], [-0.7, 0.8, 0.4], [0.6, -1.9, 0.9], [0.4, 1.3, 0.6], [-0.8, 0.1, 0.8], [0.7, -0.8, -1.4], [1.0, 0.1, -0.9], [0.2, 0.2, -0.2], [-0.1, -0.2, 0.2], [0.3, 0.0, 0.6], [-0.1, 0.4, -0.1], [0.0, 0.2, -0.3], [0.6, -0.4, 0.4], [0.4, 0.2, -0.3], [-0.3, 0.3, 0.2], [0.0, -0.1, 0.2], [-0.2, 0.2, -0.1], [0.1, -0.7, -0.5], [-0.4, 0.3, 0.6], [-0.4, 0.0, 0.1], [0.3, -0.3, -0.1], [-0.2, -0.1, -0.2], [-0.1, 0.0, -0.3], [0.3, -0.6, 0.4], [0.7, 0.0, 0.5], [0.3, 0.7, 0.4], [-0.3, 0.1, 0.1], [0.9, 0.4, -0.5], [0.5, -0.3, 0.4], [-0.3, -0.4, -0.2], [-0.2, 0.7, 0.4], [-0.5, -0.3, -0.3], [0.6, -0.2, -0.4], [-0.9, -0.1, -0.2], [0.0, -1.2, -0.4], [-0.1, -0.3, 0.6], [0.0, 0.3, 0.6], [0.4, 0.1, -0.3], [0.5, 0.3, 0.1], [-0.7, 0.4, 0.0], [0.3, 0.4, 0.0], [-0.6, 0.2, 0.1], [0.3, 0.3, -0.3], [-0.2, 0.0, -0.5], [-0.1, 0.3, 0.2], [-0.4, 0.0, 0.2], [0.2, 0.0, 0.6], [0.6, -0.3, 0.0], [0.2, 0.1, 0.1], [0.1, -0.6, -0.2], [0.7, 0.4, -0.2], [0.7, -0.1, -0.1], [0.3, 0.0, 0.0], [0.7, -0.1, -0.4], [0.2, -0.3, 0.0], [-0.1, 0.3, -0.1], [0.0, 0.1, 0.1], [-0.2, 0.0, 0.3], [0.0, 0.0, -0.2], [-0.2, 0.3, -0.2], [-0.3, -0.3, -0.1], [-0.5, -0.3, -0.3], [0.2, 0.1, 0.3], [-0.2, 0.5, 0.4], [0.0, 0.0, 0.6], [0.0, 0.2, 0.9], [-0.4, 0.6, 0.3], [-0.3, 0.2, -0.5], [0.0, -0.1, -0.5], [-0.1, -0.5, 0.1], [-0.6, -0.1, -0.3], [-0.1, -0.1, -0.1], [-0.3, -0.6, 0.3], [0.0, -0.1, 0.2], [0.3, -0.2, -1.0], [0.1, 0.0, -0.5], [-0.2, -0.1, 0.3], [-0.4, 0.7, -0.2], [-0.1, 0.2, 0.3], [-0.2, -0.2, 0.4], [-0.5, 0.4, -0.5], [-0.3, 0.2, -0.6], [0.2, 0.3, 0.0], [-0.4, -0.1, 0.2], [0.0, 0.1, -0.1], [0.1, -0.2, -0.5], [-0.4, -0.1, 0.2], [0.6, 0.4, 0.5], [-0.1, -0.7, -0.4], [-0.1, 0.4, -0.6], [-0.1, 0.1, 0.4], [0.1, 0.0, 0.0], [0.0, 0.0, 0.1], [-0.1, -0.5, -0.1], [0.4, 0.1, -0.7], [-0.4, -0.6, 0.3], [0.0, -0.4, 0.6], [0.2, 0.0, 0.0], [-0.1, -0.1, 0.5], [-0.1, -0.2, -0.3], [-0.2, -0.5, -1.3], [0.7, 0.7, 0.8], [0.2, 0.2, 0.0], [-0.1, -0.2, -0.1], [-0.1, -0.1, -0.5], [-0.1, -0.4, 0.2], [0.0, -0.4, -0.5], [0.2, 0.2, -0.1], [0.1, 0.3, -0.1], [-0.7, -0.3, -0.7], [-1.6, -0.2, -0.8], [0.4, 0.0, 0.4], [-0.3, 0.3, 0.0], [-0.8, 0.1, 0.1], [-0.1, -0.1, 0.0], [-0.2, -0.1, 0.4], [-0.2, 0.1, -0.4], [0.0, 0.1, 0.2], [0.4, 0.2, -0.6], [0.1, 0.4, -0.3], [-1.2, 0.2, 0.3], [-0.2, 0.1, -0.3], [0.1, -0.2, -0.2], [-0.1, 0.1, -0.7], [-0.5, 0.4, -0.4], [-0.3, 0.5, 0.2], [-0.1, -0.1, 0.0], [0.2, 0.0, 0.0], [0.3, 0.1, -0.2], [0.1, 0.2, -0.5], [-0.1, 0.0, 0.6], [0.0, -1.0, -0.4], [0.0, -0.1, -0.1], [-0.2, -0.2, 0.4], [0.4, -0.8, 0.1], [0.6, 0.0, 0.2], [0.1, -0.6, -0.1], [0.4, 0.2, -0.8], [-0.1, 0.0, 0.0], [-0.5, 0.7, 0.5], [-0.1, 0.1, 0.9], [-0.1, 0.1, -0.1], [-0.4, 0.7, -0.6], [-0.2, 0.0, -0.2], [0.0, 0.0, 0.1], [-0.2, 0.0, 0.1], [0.3, -0.1, 0.0], [-0.5, 0.2, 0.6], [-0.2, -0.6, 0.4], [0.0, 0.4, -0.2], [0.4, 0.6, 0.1]]
}